(1)
Computed, not measured: a cluster of 2 separate species, C5H11NO in total in a non-equilibrium geometry, with ωB97M-V/def2-TZVPD.

HOMO energy: -0.324 Ha
Energy above the lowest of the compared OMol25 structures with the same formula, charge and spin: 3.425 eV
SMILES string: C=C/C=C/CN.O
Multiplicity: 1
E: -327.00549 Eh
F_max: 2.84 eV/Å

Geometry as XYZ:
```
18
Properties=species:S:1:pos:R:3:lowdin_charge:R:1
C -0.9478 0.9853 3.0832 -0.003
C 0.0700 0.1451 2.9062 -0.185
C -0.0307 -0.9088 1.8655 -0.121
C -0.2791 -0.5727 0.5866 -0.118
C -0.5895 -1.5770 -0.4794 -0.295
N -0.6981 -0.9392 -1.8156 -0.023
H -0.9350 1.6859 3.9071 0.050
H -1.7373 1.0814 2.3631 0.051
H 0.8933 0.1917 3.6135 0.093
H -0.2252 -1.8898 2.3093 0.119
H -0.9108 0.3176 0.3974 0.120
H 0.2590 -2.2672 -0.5734 0.105
H -1.4392 -2.2340 -0.2642 0.107
H -0.4074 0.0312 -1.8293 0.050
H 0.0145 -1.3954 -2.3708 0.051
O 2.3511 2.2964 -4.1534 -0.076
H 2.4839 3.1805 -4.5516 0.043
H 2.1282 1.8692 -4.9942 0.033
```



(2)
Computed, not measured: a cluster of 2 separate species, C5H11NO in total, with ωB97M-V/def2-TZVPD.

HOMO energy: -0.360 Ha
Energy above the lowest of the compared OMol25 structures with the same formula, charge and spin: 1.399 eV
SMILES string: CNC=O.C=CC
Multiplicity: 1
E: -327.07992 Eh
F_max: 0.41 eV/Å

Geometry as XYZ:
```
18
Properties=species:S:1:pos:R:3:lowdin_charge:R:1
C 2.6374 0.1613 1.6721 -0.078
N 1.5105 0.8348 1.0450 -0.033
C 1.5129 1.1001 -0.2922 -0.391
O 2.5058 1.1544 -0.9804 0.020
H 2.5488 -0.9229 1.5910 0.083
H 2.6958 0.4526 2.7182 0.079
H 3.5419 0.4771 1.1615 0.081
H 0.6038 0.7222 1.4696 0.120
H 0.5050 1.2738 -0.7010 0.116
C -2.9769 0.3272 -0.5310 -0.024
C -2.3859 -0.8572 -0.5527 -0.244
C -1.0875 -1.1313 -1.2468 -0.120
H -3.9063 0.4932 -0.0033 0.047
H -2.5867 1.1936 -1.0518 0.053
H -2.8626 -1.6799 -0.0285 0.091
H -1.1076 -2.0858 -1.7701 0.072
H -0.8726 -0.3575 -1.9816 0.071
H -0.2760 -1.1556 -0.5180 0.058
```



(3)
Computed, not measured: the molecule C5H11NO in a non-equilibrium geometry, with ωB97M-V/def2-TZVPD.

HOMO energy: -0.350 Ha
Energy above the lowest of the compared OMol25 structures with the same formula, charge and spin: 0.744 eV
SMILES string: CNC(=O)C(C)C
Multiplicity: 1
E: -327.10399 Eh
F_max: 1.04 eV/Å

Geometry as XYZ:
```
18
Properties=species:S:1:pos:R:3:lowdin_charge:R:1
C 2.7398 -0.0597 -0.2191 -0.105
N 1.3868 -0.0050 -0.7087 -0.025
C 0.4856 0.4961 0.2482 -0.475
O 0.8223 1.1552 1.2141 0.085
C -0.9373 0.1764 -0.1605 -0.336
C -1.2243 -1.3783 -0.0868 -0.048
C -2.0188 0.9455 0.5906 -0.080
H 3.2556 0.9028 -0.2740 0.084
H 3.2879 -0.8438 -0.7423 0.080
H 2.6343 -0.3214 0.8337 0.084
H 1.2706 0.2161 -1.6974 0.140
H -0.8760 0.6117 -1.1643 0.134
H -1.6945 -1.6362 0.8826 0.080
H -0.3130 -1.9881 -0.1455 0.068
H -1.9278 -1.7041 -0.8574 0.070
H -2.9926 0.7199 0.1391 0.081
H -2.0801 0.7009 1.6567 0.085
H -1.8184 2.0119 0.4911 0.078
```



(4)
Computed, not measured: the molecule C5H11NO in a non-equilibrium geometry, with ωB97M-V/def2-TZVPD.

HOMO energy: -0.303 Ha
Energy above the lowest of the compared OMol25 structures with the same formula, charge and spin: 2.531 eV
SMILES string: C=C(N)CCCO
Multiplicity: 1
E: -327.03833 Eh
F_max: 3.48 eV/Å

Geometry as XYZ:
```
18
Properties=species:S:1:pos:R:3:lowdin_charge:R:1
C 1.5989 -0.0287 2.0447 -0.002
C 1.3096 -0.0391 0.7455 -0.425
N 2.1033 -0.8639 -0.0911 0.073
C 0.2216 0.8566 0.2326 -0.157
C -0.7064 0.3434 -0.8894 -0.195
C -1.8819 -0.5483 -0.6674 -0.215
O -2.8080 -0.1452 -1.7285 -0.117
H 0.8882 0.2342 2.8195 0.045
H 2.4605 -0.4486 2.6074 0.062
H 2.2390 -0.6410 -1.0724 0.077
H 3.0501 -0.8874 0.2725 0.082
H -0.3393 1.2089 1.0877 0.106
H 0.7172 1.7555 -0.1784 0.125
H -0.8979 1.2328 -1.4786 0.108
H -0.0307 -0.1712 -1.6238 0.116
H -2.3723 -0.3257 0.3038 0.126
H -1.8621 -1.6073 -0.9554 0.122
H -3.6898 0.0751 -1.4287 0.069
```



(5)
Computed, not measured: the molecule C5H11NO in a non-equilibrium geometry, with ωB97M-V/def2-TZVPD.

HOMO energy: -0.336 Ha
Energy above the lowest of the compared OMol25 structures with the same formula, charge and spin: 2.239 eV
SMILES string: NCCCCC=O
Multiplicity: 1
E: -327.04905 Eh
F_max: 3.28 eV/Å

Geometry as XYZ:
```
18
Properties=species:S:1:pos:R:3:lowdin_charge:R:1
N 2.7751 0.0453 0.0148 -0.050
C 1.7697 0.6974 -0.9612 -0.248
C 0.5705 1.4141 -0.2109 -0.190
C -0.2766 0.5726 0.7525 -0.219
C -0.5400 -0.8028 0.2429 -0.197
C -1.9772 -1.2596 0.3573 -0.260
O -2.9564 -0.6575 -0.0596 0.038
H 2.2649 -0.5126 0.7627 0.066
H 3.4756 -0.5081 -0.5458 0.070
H 1.4713 -0.2092 -1.5662 0.092
H 2.2182 1.4997 -1.5934 0.106
H -0.0059 1.7820 -0.9975 0.082
H 0.9878 2.2676 0.3178 0.106
H -1.2802 1.0284 0.7882 0.114
H 0.0759 0.7261 1.7450 0.103
H -0.3544 -0.8827 -0.8845 0.133
H 0.1826 -1.6723 0.5328 0.137
H -2.0884 -2.3060 0.7297 0.118
```



(6)
Computed, not measured: a cluster of 2 separate species, C5H11NO in total in a non-equilibrium geometry, with ωB97M-V/def2-TZVPD.

HOMO energy: -0.350 Ha
Energy above the lowest of the compared OMol25 structures with the same formula, charge and spin: 3.750 eV
Multiplicity: 1
E: -326.99353 Eh
F_max: 4.44 eV/Å

Geometry as XYZ:
```
18
Properties=species:S:1:pos:R:3:lowdin_charge:R:1
C 1.8105 -0.7302 -1.1449 -0.087
C 1.2646 -0.9171 0.2501 -0.278
N 0.2810 0.1011 0.5367 -0.126
C -0.7072 -0.2412 1.5192 -0.120
C -1.0805 -0.0717 0.0861 -0.278
C -1.7439 1.2175 -0.4566 -0.236
O -0.8694 2.2782 -0.6661 -0.108
H 2.5994 -1.4611 -1.3320 0.072
H 2.2045 0.2846 -1.2520 0.079
H 1.0142 -0.8649 -1.8852 0.074
H 0.8473 -1.9328 0.3769 0.115
H 2.0506 -0.7984 1.0049 0.121
H -0.6952 -1.2584 1.9140 0.107
H -0.8499 0.5268 2.2712 0.105
H -1.2940 -1.0258 -0.4256 0.143
H -2.0548 0.9248 -1.5214 0.128
H -2.5575 1.7093 0.6586 0.201
H -0.2199 2.2593 0.0661 0.088
```



(7)
Computed, not measured: a cluster of 2 separate species, C5H11NO in total in a non-equilibrium geometry, with ωB97M-V/def2-TZVPD.

HOMO energy: -0.272 Ha
Energy above the lowest of the compared OMol25 structures with the same formula, charge and spin: 3.984 eV
SMILES string: C=C/C=C(/C)N.O
Multiplicity: 1
E: -326.98494 Eh
F_max: 5.51 eV/Å

Geometry as XYZ:
```
18
Properties=species:S:1:pos:R:3:lowdin_charge:R:1
C 1.6755 1.2975 -1.3268 -0.050
C 0.6341 0.4743 -1.3282 -0.196
C 0.4288 -0.3942 -0.0939 -0.055
C -0.4914 -1.5020 -0.1842 -0.353
C -0.5334 -2.4784 0.9238 -0.074
N -1.4628 -1.6895 -1.2294 0.062
H 2.3350 1.2518 -2.2588 0.072
H 2.1385 1.8842 -0.5202 0.053
H -0.0675 0.3532 -2.0693 0.048
H 1.2303 -0.4447 0.6562 0.099
H 0.0845 -2.3029 1.7775 0.069
H -1.3799 -2.8989 1.2864 0.036
H 0.0753 -3.3407 0.4972 0.110
H -1.6248 -2.6315 -1.7287 0.133
H -1.5279 -0.9470 -1.9003 0.048
O -0.4428 4.4286 2.8855 -0.093
H -0.8662 5.1887 2.3646 0.075
H -0.2053 3.7516 2.2484 0.017
```



(8)
Computed, not measured: the molecule C5H11NO in a non-equilibrium geometry, with ωB97M-V/def2-TZVPD.

HOMO energy: -0.354 Ha
Energy above the lowest of the compared OMol25 structures with the same formula, charge and spin: 1.589 eV
SMILES string: CC[C@@H](C)/N=C/O
Multiplicity: 1
E: -327.07294 Eh
F_max: 2.68 eV/Å

Geometry as XYZ:
```
18
Properties=species:S:1:pos:R:3:lowdin_charge:R:1
C 1.6804 -1.0694 -0.5890 -0.111
C 1.0341 -0.4265 0.6370 -0.228
C -0.4701 -0.1482 0.4704 -0.437
C -1.1012 0.3377 1.7778 -0.068
N -0.6824 0.8549 -0.5384 0.029
C -0.9753 0.6655 -1.7657 -0.306
O -1.0391 1.8165 -2.4128 0.000
H 1.1930 -2.0211 -0.8377 0.074
H 1.6106 -0.4160 -1.4662 0.064
H 2.7426 -1.2767 -0.4155 0.070
H 1.1637 -1.0847 1.5064 0.109
H 1.5406 0.5190 0.8760 0.115
H -0.9608 -1.0823 0.1580 0.139
H -0.9757 -0.4098 2.5692 0.075
H -0.6287 1.2723 2.1052 0.080
H -2.1722 0.5289 1.6446 0.075
H -1.1747 -0.2690 -2.2860 0.146
H -0.7849 2.2091 -1.4334 0.171
```